# C17H12Br2I2IrNOS

A molecular structure, C17H12Br2I2IrNOS at a distorted geometry (ωB97M-V with the def2-TZVPD basis set, the OMol25 dataset).

As for the energy above the lowest of the compared OMol25 structures with the same formula, charge and spin: 137.7 kJ/mol. The frontier orbital gap (spin up / spin down) comes out at 5.55 / 3.96 eV. As for the total charge: +3. As for the spin multiplicity: 2.

Last column: natural (NBO) charge in e.
CARTESIAN COORDINATES (ANGSTROEM)
Ir: -0.007 0.726 -1.370  0.53
O: -0.798 0.617 -3.111  -0.50
N: -2.067 1.107 -3.290  0.01
C: -2.690 0.862 -4.464  0.04
C: -3.942 1.381 -4.649  -0.18
C: -4.538 2.144 -3.638  -0.09
C: -3.866 2.354 -2.449  -0.19
C: -2.602 1.806 -2.302  -0.03
S: -1.620 1.946 -0.870  0.33
H: -2.140 0.279 -5.189  0.27
H: -4.451 1.186 -5.582  0.28
H: -5.524 2.565 -3.782  0.28
H: -4.297 2.924 -1.637  0.27
Br: 4.908 3.422 0.305  0.46
C: 3.872 2.724 1.650  -0.07
C: 4.162 3.079 2.974  -0.19
C: 3.375 2.608 3.993  -0.12
C: 2.257 1.773 3.732  0.01
C: 1.945 1.386 2.439  -0.26
C: 2.755 1.845 1.409  -0.13
I: 2.441 1.163 -0.504  0.47
H: 5.002 3.731 3.180  0.28
H: 3.612 2.883 5.013  0.28
H: 1.645 1.422 4.554  0.27
H: 1.103 0.737 2.245  0.26
Br: 2.394 -2.932 -1.071  0.14
C: 1.082 -3.502 0.127  -0.11
C: 1.410 -4.444 1.083  -0.22
C: 0.451 -4.874 1.995  -0.11
C: -0.859 -4.387 1.960  -0.19
C: -1.214 -3.446 1.024  -0.18
C: -0.243 -3.020 0.100  -0.31
I: -0.876 -1.795 -1.378  0.67
H: 2.413 -4.848 1.113  0.26
H: 0.732 -5.597 2.749  0.26
H: -1.597 -4.756 2.659  0.26
H: -2.227 -3.068 0.980  0.25

---

# C18H48N2O7

A molecular structure, C18H48N2O7 at a distorted geometry (ωB97M-V with the def2-TZVPD basis set, the OMol25 dataset).

As for the energy above the lowest of the compared OMol25 structures with the same formula, charge and spin: 2064.1 kJ/mol. The frontier orbital gap comes out at 8.08 eV. As for the total charge: 0.

Last column: Löwdin charge in e.
CARTESIAN COORDINATES (ANGSTROEM)
O: 3.613 7.795 -11.860  -0.06
H: 4.000 8.361 -11.192  -0.11
H: 3.443 6.970 -11.405  0.05
O: 4.554 9.842 -12.349  -0.04
H: 4.206 10.320 -11.597  0.03
H: 3.868 9.214 -12.573  0.04
O: 5.294 10.264 -10.692  0.02
H: 5.865 10.860 -10.208  -0.14
H: 5.765 10.087 -11.506  0.11
O: 3.850 9.113 -10.195  0.03
H: 4.172 8.488 -9.545  0.11
H: 4.598 9.684 -10.369  -0.30
O: 2.269 10.254 -9.825  -0.10
H: 1.740 9.459 -9.770  0.10
H: 3.166 9.939 -9.939  -0.20
C: 2.839 7.352 -7.356  -0.02
C: 4.324 7.235 -6.932  -0.50
C: 4.601 5.796 -7.370  -0.13
C: 6.105 5.423 -7.170  -0.16
C: 6.987 6.382 -8.012  -0.12
C: 6.661 7.899 -7.701  -0.40
N: 5.192 8.112 -7.755  -0.08
O: 4.788 9.399 -7.597  -0.03
C: 7.351 8.305 -6.334  -0.01
C: 7.440 8.682 -8.822  -0.05
C: 4.407 7.503 -5.456  -0.02
H: 2.391 8.274 -6.984  0.09
H: 2.207 6.560 -6.954  0.10
H: 2.898 7.494 -8.435  0.08
H: 3.941 5.044 -6.938  0.12
H: 4.412 5.698 -8.439  0.12
H: 6.312 4.391 -7.454  0.11
H: 6.388 5.492 -6.120  0.09
H: 6.742 6.199 -9.059  0.11
H: 8.053 6.160 -7.965  0.12
H: 6.826 9.121 -5.838  0.08
H: 7.494 7.522 -5.590  0.07
H: 8.341 8.659 -6.620  0.08
H: 8.521 8.544 -8.780  0.10
H: 7.088 8.205 -9.737  0.10
H: 7.306 9.760 -8.737  0.04
H: 5.399 7.288 -5.058  0.06
H: 3.758 6.851 -4.872  0.10
H: 4.226 8.517 -5.100  0.09
H: 5.020 9.641 -6.698  0.12
C: 4.601 13.665 -8.123  0.00
C: 4.603 12.590 -9.338  -0.32
C: 4.418 13.383 -10.739  -0.09
C: 5.690 14.204 -11.111  -0.17
C: 6.896 13.230 -11.232  -0.11
C: 7.079 12.315 -9.985  -0.44
N: 5.779 11.762 -9.517  -0.10
O: 5.917 10.898 -8.382  -0.01
C: 7.943 11.144 -10.381  -0.02
C: 7.770 13.223 -8.954  -0.02
C: 3.319 11.638 -9.237  -0.06
H: 5.564 13.996 -7.734  0.05
H: 4.024 14.551 -8.388  0.07
H: 4.089 13.321 -7.224  0.07
H: 4.232 12.706 -11.573  0.11
H: 3.588 14.089 -10.722  0.11
H: 5.522 14.749 -12.040  0.10
H: 5.769 15.008 -10.378  0.10
H: 7.797 13.673 -11.655  0.12
H: 6.694 12.630 -12.120  0.12
H: 8.427 10.685 -9.519  0.08
H: 8.752 11.384 -11.072  0.11
H: 7.408 10.397 -10.968  0.09
H: 7.689 12.834 -7.939  0.09
H: 7.333 14.220 -9.016  0.07
H: 8.833 13.287 -9.183  0.09
H: 2.327 12.089 -9.197  0.13
H: 3.226 10.877 -10.011  -0.05
H: 3.489 11.007 -8.365  0.10
H: 5.335 10.157 -8.567  -0.01

---

# C4H3BrN2O2

C4H3BrN2O2 in the gas phase at a distorted geometry (ωB97M-V with the def2-TZVPD basis set, the OMol25 dataset).

As for the energy above the lowest of the compared OMol25 structures with the same formula, charge and spin: 446.9 kJ/mol. The frontier orbital gap comes out at 8.44 eV. As for the total charge: 0.

Last column: natural (NBO) charge in e.
CARTESIAN COORDINATES (ANGSTROEM)
C: -0.686 0.054 -0.989  -0.39
C: 0.031 0.923 -0.349  0.14
C: -0.518 -1.425 -0.906  0.47
C: -0.025 -2.000 0.422  0.56
N: 0.853 -1.246 1.157  -0.47
N: 1.456 -0.077 0.889  -0.33
O: -0.820 -2.139 -1.824  -0.43
O: -0.456 -3.042 0.853  -0.53
Br: 2.973 -0.173 -0.286  0.09
H: -1.428 0.360 -1.723  0.27
H: 0.246 1.955 -0.232  0.23
H: 1.159 -1.686 2.026  0.40

---

# C2H9BP

A gas-phase ion, C2H9BP (charge -1) (ωB97M-V with the def2-TZVPD basis set, the OMol25 dataset).

The frontier orbital gap comes out at 7.05 eV. As for the total charge: -1.

Last column: natural (NBO) charge in e.
CARTESIAN COORDINATES (ANGSTROEM)
B: -1.148 -0.069 -1.365  -0.71
P: 0.570 -0.509 -0.487  0.47
C: 0.052 -1.160 1.193  -0.92
C: 1.197 1.146 0.092  -0.92
H: -1.061 -0.378 -2.548  -0.04
H: -1.408 1.128 -1.249  -0.05
H: -2.017 -0.750 -0.822  -0.04
H: -1.035 -1.127 1.294  0.21
H: 0.377 -2.195 1.317  0.20
H: 0.494 -0.574 2.002  0.19
H: 1.169 1.830 -0.760  0.21
H: 2.228 1.079 0.447  0.19
H: 0.583 1.580 0.886  0.19

---

# C20H19ClN2O2

C20H19ClN2O2 in the gas phase at a distorted geometry (ωB97M-V with the def2-TZVPD basis set, the OMol25 dataset).

As for the SMILES: Cc1onc(-c2ccccc2Cl)c1C(=O)NCCCc1ccccc1. As for the energy above the lowest of the compared OMol25 structures with the same formula, charge and spin: 118.1 kJ/mol. The frontier orbital gap comes out at 9.89 eV. As for the total charge: 0.

Last column: natural (NBO) charge in e.
CARTESIAN COORDINATES (ANGSTROEM)
C: 2.400 -3.786 0.826  -0.68
C: 1.107 -3.094 0.635  0.40
O: -0.019 -3.642 1.112  -0.26
N: -1.072 -2.847 0.817  -0.14
C: -0.616 -1.805 0.165  0.20
C: -1.539 -0.780 -0.317  -0.05
C: -2.584 -0.376 0.512  -0.18
C: -3.490 0.581 0.098  -0.22
C: -3.362 1.157 -1.155  -0.20
C: -2.349 0.749 -2.004  -0.23
C: -1.451 -0.225 -1.594  -0.04
Cl: -0.264 -0.784 -2.728  0.03
C: 0.804 -1.898 0.029  -0.30
C: 1.773 -0.968 -0.595  0.68
O: 2.747 -1.354 -1.213  -0.63
N: 1.492 0.335 -0.388  -0.62
C: 2.257 1.389 -1.017  -0.23
C: 1.377 2.593 -1.344  -0.40
C: 1.214 3.550 -0.154  -0.42
C: 0.638 2.869 1.056  -0.04
C: 1.465 2.421 2.080  -0.17
C: 0.938 1.764 3.178  -0.22
C: -0.428 1.560 3.275  -0.23
C: -1.261 2.016 2.269  -0.19
C: -0.732 2.657 1.163  -0.24
H: 2.297 -4.840 0.576  0.24
H: 2.719 -3.714 1.866  0.23
H: 3.143 -3.322 0.184  0.27
H: -2.668 -0.837 1.483  0.23
H: -4.299 0.876 0.749  0.22
H: -4.060 1.914 -1.482  0.22
H: -2.259 1.167 -2.994  0.23
H: 0.705 0.605 0.181  0.41
H: 2.687 0.958 -1.926  0.23
H: 3.088 1.692 -0.369  0.19
H: 0.397 2.237 -1.671  0.21
H: 1.826 3.145 -2.170  0.22
H: 2.191 3.970 0.095  0.21
H: 0.560 4.371 -0.457  0.22
H: 2.530 2.592 2.020  0.20
H: 1.594 1.418 3.963  0.22
H: -0.842 1.056 4.135  0.22
H: -2.329 1.879 2.348  0.21
H: -1.389 3.002 0.377  0.22

---

# C2H6NO

A gas-phase ion, C2H6NO (charge +1) at a distorted geometry (ωB97M-V with the def2-TZVPD basis set, the OMol25 dataset).

As for the SMILES: [NH3+]CC=O. As for the energy above the lowest of the compared OMol25 structures with the same formula, charge and spin: 20.2 kJ/mol. The frontier orbital gap comes out at 11.49 eV. As for the total charge: +1.

Last column: natural (NBO) charge in e.
CARTESIAN COORDINATES (ANGSTROEM)
N: 0.358 1.072 -0.020  -0.68
C: 0.294 -0.333 0.474  -0.36
C: -0.808 -1.086 -0.375  0.45
O: -1.454 -0.558 -1.213  -0.47
H: 1.307 1.385 -0.217  0.46
H: -0.143 1.149 -0.921  0.46
H: -0.162 1.761 0.540  0.46
H: 0.107 -0.372 1.546  0.26
H: 1.231 -0.864 0.308  0.26
H: -0.730 -2.154 -0.122  0.16

---

# C4H9NO

A molecular structure, C4H9NO at a distorted geometry (ωB97M-V with the def2-TZVPD basis set, the OMol25 dataset).

As for the energy above the lowest of the compared OMol25 structures with the same formula, charge and spin: 308.7 kJ/mol. The frontier orbital gap comes out at 10.27 eV. As for the total charge: 0.

Last column: natural (NBO) charge in e.
CARTESIAN COORDINATES (ANGSTROEM)
C: -2.410 -0.128 0.531  -0.62
C: -1.224 -0.591 -0.432  -0.48
C: 0.027 0.220 -0.254  0.65
C: 2.418 -0.127 0.372  -0.45
H: -3.310 -0.651 0.199  0.21
H: -2.247 -0.405 1.668  0.21
H: -2.480 1.044 0.448  0.24
H: -0.921 -1.770 -0.388  0.20
H: -1.585 -0.291 -1.557  0.23
H: 1.108 -1.577 -0.385  0.40
H: 2.423 1.051 -0.059  0.26
H: 3.397 -0.956 -0.122  0.21
H: 2.518 -0.211 1.688  0.21
N: 1.124 -0.572 -0.171  -0.65
O: 0.046 1.442 -0.199  -0.62

---

# C5H7NO

2 unconnected molecules or ions with the total composition C5H7NO (ωB97M-V with the def2-TZVPD basis set, the OMol25 dataset).

As for the energy above the lowest of the compared OMol25 structures with the same formula, charge and spin: 479.2 kJ/mol. The frontier orbital gap comes out at 7.99 eV. As for the total charge: 0.

Last column: natural (NBO) charge in e.
CARTESIAN COORDINATES (ANGSTROEM)
C: -2.064 0.269 0.218  -0.59
C: -0.811 -0.692 0.206  -0.51
C: 0.131 0.393 -0.017  0.10
C: 2.639 -0.158 0.537  0.28
O: 2.392 -1.295 0.203  -0.52
C: 0.335 0.751 -1.368  0.09
N: 0.589 1.169 -2.428  -0.25
H: -2.150 0.782 1.177  0.23
H: -2.926 -0.373 0.050  0.24
H: -2.065 1.024 -0.578  0.23
H: -0.738 -1.153 1.194  0.23
H: -0.901 -1.462 -0.570  0.22
H: 2.939 0.614 -0.197  0.13
H: 2.594 0.171 1.591  0.12

---

# C12H17AuN6O

A molecular structure, C12H17AuN6O (ωB97M-V with the def2-TZVPD basis set, the OMol25 dataset).

The frontier orbital gap comes out at 7.71 eV. As for the total charge: 0.

Last column: natural (NBO) charge in e.
CARTESIAN COORDINATES (ANGSTROEM)
Au: 0.192 0.486 0.824  0.73
N: 2.572 1.096 0.340  -0.87
C: 2.609 2.541 0.164  -0.23
C: 1.840 3.217 1.301  -0.23
N: 0.446 2.770 1.269  -0.86
H: 3.266 0.779 1.005  0.37
H: 2.685 0.612 -0.542  0.39
H: 2.110 2.774 -0.779  0.21
H: 3.625 2.947 0.122  0.19
H: 1.931 4.303 1.196  0.19
H: 2.272 2.921 2.260  0.19
H: -0.018 3.114 0.431  0.40
H: -0.082 3.083 2.072  0.39
N: -3.240 2.915 -0.710  -0.83
C: -2.193 2.042 -0.775  0.66
O: -2.108 1.167 0.118  -0.74
C: -1.278 2.269 -1.869  -0.62
C: -0.320 1.317 -2.236  0.33
N: 0.456 0.534 -2.600  -0.45
C: -1.270 3.495 -2.557  0.29
N: -1.213 4.527 -3.077  -0.40
H: -3.924 2.795 0.013  0.40
H: -3.426 3.554 -1.462  0.40
C: -0.579 -5.929 0.168  -0.64
C: -0.430 -4.446 0.319  0.05
C: -1.336 -3.687 1.050  -0.25
C: -1.115 -2.332 1.221  0.07
N: -0.061 -1.707 0.700  -0.52
C: 0.789 -2.414 -0.047  0.07
C: 0.645 -3.771 -0.255  -0.25
H: -1.520 -6.279 0.588  0.22
H: 0.239 -6.436 0.682  0.23
H: -0.535 -6.218 -0.882  0.23
H: -2.202 -4.152 1.502  0.22
H: -1.801 -1.719 1.790  0.22
H: 1.602 -1.861 -0.499  0.21
H: 1.374 -4.307 -0.848  0.22

---

# C3H3I2N

2 unconnected molecules or ions with the total composition C3H3I2N at a distorted geometry (ωB97M-V with the def2-TZVPD basis set, the OMol25 dataset).

As for the energy above the lowest of the compared OMol25 structures with the same formula, charge and spin: 386.5 kJ/mol. The frontier orbital gap (spin up / spin down) comes out at 6.46 / 8.16 eV. As for the total charge: 0.

Last column: natural (NBO) charge in e.
CARTESIAN COORDINATES (ANGSTROEM)
C: 1.630 -0.423 -0.437  -0.21
C: 0.591 -0.065 0.036  0.00
C: -0.668 0.354 0.620  -0.40
N: -0.417 1.213 1.721  -0.48
I: -1.925 2.171 2.533  0.39
I: 0.367 -1.337 3.720  -0.01
H: 2.533 -0.739 -0.865  0.24
H: -1.213 -0.552 0.922  0.25
H: -1.292 0.827 -0.155  0.23

---

# C6H14O

2 unconnected molecules or ions with the total composition C6H14O at a distorted geometry (ωB97M-V with the def2-TZVPD basis set, the OMol25 dataset).

As for the energy above the lowest of the compared OMol25 structures with the same formula, charge and spin: 87.0 kJ/mol. The frontier orbital gap (spin up / spin down) comes out at 2.45 / 9.43 eV. As for the total charge: -1. As for the spin multiplicity: 2.

Last column: natural (NBO) charge in e.
CARTESIAN COORDINATES (ANGSTROEM)
C: 1.162 -1.259 -2.674  -0.65
C: 0.650 -1.717 -1.299  -0.42
C: -0.748 -1.129 -0.846  -0.48
C: -0.978 -0.140 0.287  0.00
C: -2.176 0.311 0.647  -0.50
C: 0.245 0.499 0.957  -1.00
H: 2.235 -1.472 -2.737  0.20
H: 0.875 -0.226 -2.763  0.21
H: 0.600 -1.851 -3.425  0.19
H: 0.563 -2.815 -1.271  0.19
H: 1.425 -1.536 -0.499  0.20
H: -1.172 -0.665 -1.793  0.20
H: -1.398 -1.976 -0.762  0.21
H: -2.350 0.986 1.479  0.20
H: -3.038 -0.101 0.188  0.17
H: 0.866 0.837 0.103  0.20
H: -0.128 1.204 1.637  0.20
H: 0.911 -0.202 1.520  0.20
H: 1.087 4.536 3.676  0.41
H: 0.708 2.948 3.540  0.42
O: 0.660 3.768 4.037  -1.16

---

# C5H11NO

2 unconnected molecules or ions with the total composition C5H11NO (ωB97M-V with the def2-TZVPD basis set, the OMol25 dataset).

As for the SMILES: CCN1C[C@H]1C=O.[H][H]. As for the energy above the lowest of the compared OMol25 structures with the same formula, charge and spin: 306.1 kJ/mol. The frontier orbital gap comes out at 10.44 eV. As for the total charge: 0.

Last column: natural (NBO) charge in e.
CARTESIAN COORDINATES (ANGSTROEM)
C: -1.881 -1.185 -0.144  -0.61
C: -1.343 -0.031 0.689  -0.22
N: 0.085 0.155 0.465  -0.37
C: 0.605 1.480 0.658  -0.22
C: 0.429 0.931 -0.721  -0.22
C: 1.620 0.457 -1.490  0.43
O: 2.604 -0.012 -0.971  -0.50
H: -2.948 -1.328 0.050  0.21
H: -1.359 -2.121 0.078  0.22
H: -1.755 -0.977 -1.213  0.20
H: -1.911 0.888 0.452  0.16
H: -1.478 -0.225 1.759  0.20
H: -0.087 2.270 0.957  0.19
H: 1.610 1.542 1.068  0.22
H: -0.392 1.339 -1.314  0.20
H: 1.554 0.570 -2.593  0.11
H: 2.689 -1.845 1.195  -0.01
H: 1.958 -1.908 1.076  0.00

---

Among the records above, which one has the highest total charge? C17H12Br2I2IrNOS